{
  "formula": "C26H26Cl2N6RhS",
  "method": "wB97M-V/def2-TZVPD",
  "total_charge": 1,
  "homo_ev": [-7.880, -10.991],
  "lumo_energy_ha": [-0.099, -0.153],
  "e_tot_ev": -75207.62997,
  "multiplicity": 5,
  "orbital_gap_ha": [0.191, 0.251],
  "de_lowest_ev": 0.413,
  "species": ["Rh", "C", "C", "C", "C", "N", "C", "C", "C", "C", "C", "C", "N", "C", "C", "C", "C", "C", "N", "H", "H", "H", "H", "H", "H", "H", "H", "H", "H", "H", "C", "C", "N", "C", "S", "N", "C", "C", "H", "H", "H", "H", "H", "H", "H", "H", "H", "H", "H", "H", "Cl", "C", "C", "C", "C", "C", "Cl", "C", "N", "H", "H", "H"],
  "xyz": [[0.449, -0.967, 0.155], [-3.127, -3.511, 0.039], [-3.173, -3.973, 1.346], [-2.193, -3.579, 2.240], [-1.186, -2.727, 1.814], [-1.150, -2.289, 0.535], [-2.093, -2.670, -0.326], [-0.105, -2.219, 2.693], [0.008, -2.420, 4.036], [1.092, -1.798, 4.723], [1.970, -1.000, 4.056], [1.831, -0.805, 2.659], [0.813, -1.477, 2.026], [2.604, 0.023, 1.808], [3.801, 0.677, 2.185], [4.481, 1.435, 1.277], [3.990, 1.558, -0.040], [2.830, 0.906, -0.363], [2.136, 0.168, 0.518], [-3.874, -3.792, -0.688], [-3.966, -4.634, 1.667], [-2.205, -3.929, 3.261], [-2.003, -2.276, -1.330], [-0.709, -3.021, 4.574], [1.196, -1.941, 5.789], [2.763, -0.499, 4.592], [4.174, 0.559, 3.192], [5.397, 1.932, 1.565], [4.504, 2.147, -0.783], [2.403, 0.970, -1.356], [-2.323, 2.847, -2.840], [-0.936, 2.934, -2.218], [-0.736, 2.001, -1.121], [-1.236, 2.124, 0.119], [-1.085, 0.844, 1.223], [-1.835, 3.260, 0.470], [-2.376, 3.531, 1.800], [-3.177, 4.817, 1.772], [-2.426, 3.579, -3.640], [-3.107, 3.033, -2.105], [-2.491, 1.855, -3.261], [-0.716, 3.949, -1.874], [-0.171, 2.709, -2.961], [-0.393, 1.075, -1.343], [-1.895, 4.004, -0.208], [-1.553, 3.596, 2.516], [-2.998, 2.686, 2.097], [-2.556, 5.662, 1.471], [-3.569, 5.036, 2.763], [-4.022, 4.740, 1.088], [2.191, -3.069, -0.940], [1.877, -2.555, -2.564], [2.495, -3.189, -3.615], [2.231, -2.768, -4.916], [1.353, -1.717, -5.169], [0.736, -1.080, -4.119], [-0.354, 0.226, -4.408], [0.972, -1.468, -2.768], [0.394, -0.843, -1.764], [3.178, -4.005, -3.425], [2.717, -3.264, -5.744], [1.151, -1.397, -6.180]],
  "forces_ev_per_a": [[-0.175, 0.190, 0.181], [0.041, 0.034, -0.026], [0.035, 0.009, 0.037], [-0.026, -0.015, -0.059], [0.096, 0.011, 0.120], [0.141, -0.009, -0.089], [-0.058, -0.056, 0.002], [-0.129, -0.112, -0.061], [0.029, 0.030, 0.051], [-0.218, -0.153, -0.002], [0.162, 0.159, -0.295], [-0.039, -0.061, 0.264], [0.048, -0.039, -0.135], [0.162, 0.102, -0.063], [-0.120, -0.046, -0.040], [-0.011, 0.027, -0.080], [0.016, -0.006, 0.056], [-0.015, 0.030, 0.031], [-0.001, -0.100, -0.080], [-0.006, -0.005, -0.005], [-0.006, -0.005, -0.002], [-0.009, -0.003, 0.017], [-0.019, -0.003, 0.005], [-0.001, -0.006, 0.014], [-0.007, -0.005, 0.016], [0.009, 0.010, -0.010], [0.006, -0.014, 0.014], [0.007, 0.003, -0.008], [0.004, 0.015, 0.000], [0.028, -0.013, -0.003], [-0.008, 0.003, -0.023], [0.067, 0.129, 0.025], [-0.149, 0.007, 0.195], [0.236, 0.013, -0.454], [-0.076, -0.049, 0.201], [-0.057, 0.028, -0.013], [0.018, -0.001, 0.047], [0.002, -0.001, -0.001], [-0.006, 0.014, -0.010], [0.001, 0.005, 0.006], [-0.004, 0.009, 0.028], [-0.027, -0.008, 0.001], [-0.041, 0.007, 0.030], [-0.007, 0.083, -0.131], [-0.004, -0.016, -0.002], [-0.016, -0.008, -0.008], [-0.006, 0.027, -0.004], [0.003, 0.015, -0.010], [0.005, -0.014, 0.016], [-0.004, 0.005, -0.018], [0.022, -0.029, -0.126], [0.054, -0.066, -0.056], [-0.055, 0.046, 0.044], [0.035, -0.030, -0.016], [-0.054, 0.045, 0.021], [0.056, -0.040, -0.102], [0.029, -0.067, -0.035], [0.017, -0.004, 0.056], [0.011, -0.053, 0.506], [0.009, -0.011, 0.005], [0.003, -0.009, -0.010], [0.001, 0.003, -0.014]],
  "lowdin_charge": [0.930, -0.035, -0.030, 0.013, -0.191, -0.035, -0.102, -0.235, -0.004, -0.046, -0.001, -0.219, -0.079, -0.215, -0.009, -0.059, -0.063, -0.138, -0.053, 0.114, 0.119, 0.117, 0.113, 0.107, 0.111, 0.113, 0.111, 0.112, 0.104, 0.102, -0.081, -0.250, -0.004, -0.766, 0.754, 0.010, -0.268, -0.081, 0.082, 0.071, 0.051, 0.116, 0.090, 0.040, 0.125, 0.116, 0.097, 0.079, 0.081, 0.080, 0.750, -0.571, -0.092, -0.044, -0.092, -0.586, 0.762, -0.438, -0.034, 0.115, 0.118, 0.115]
}